*w*
Here is CN4O in the gas phase from the OMol25 dataset. Energies are from wB97M-V/def2-TZVPD.

Lowest unoccupied orbital energy ... -1.73 eV
Frontier orbital gap ... 8.774 eV
HOMO energy ... -0.3861 Eh

Geometry (Å):
O 1.77304 -0.68303 -0.61232
C 0.73317 -0.37033 -0.27930
N 0.30184 0.21346 1.13204
N -0.78199 0.66206 1.13946
N -1.42397 0.36690 -0.38036
N -0.60210 -0.18907 -0.99952

***

*x*
Here is 2 unconnected molecules or ions with the total composition CN4O from the OMol25 dataset. Energies are from wB97M-V/def2-TZVPD.

Lowest unoccupied orbital energy ... -2.85 eV
Frontier orbital gap ... 7.934 eV
HOMO energy ... -0.3964 Eh

Geometry (Å):
C 1.59520 -0.16894 -0.00897
N -2.63166 -0.29856 -0.17774
N -1.62390 0.12931 0.02590
N -0.59439 0.73641 0.00566
N 0.63636 -0.72496 0.39314
O 2.61839 0.32674 -0.23798

***

Decreasing stability: *w*, *x*

***

*w*
Here is 2 unconnected molecules or ions with the total composition CH7NS2 from the OMol25 dataset. Energies are from wB97M-V/def2-TZVPD.

Lowest unoccupied orbital energy ... 0.39 eV
Frontier orbital gap ... 9.453 eV
HOMO energy ... -0.3329 Eh

Geometry (Å):
C 0.00782 2.20636 -0.28092
S 1.54159 1.85162 0.58549
S 0.87750 0.28466 1.77537
H 0.18824 2.30274 -1.38023
H -0.70444 1.34980 -0.19043
H -0.39051 3.14777 0.04025
H 1.54866 -0.60319 0.97046
N -0.80564 -2.61804 -0.68485
H -0.19229 -3.30215 -0.31696
H -1.74788 -2.80378 -0.30164
H -0.32305 -1.81578 -0.21655

***

*x*
Here is 2 unconnected molecules or ions with the total composition CH7NS2 from the OMol25 dataset. Energies are from wB97M-V/def2-TZVPD.

Lowest unoccupied orbital energy ... 0.53 eV
Frontier orbital gap ... 8.761 eV
HOMO energy ... -0.3026 Eh

Geometry (Å):
C 1.78756 0.91091 -0.12452
N 0.80464 -0.19258 -0.15680
H 1.59884 1.55787 0.73027
H 1.69421 1.51061 -1.02661
H 2.79792 0.55565 -0.06253
H 0.76384 -0.54743 0.79493
H 1.17155 -0.98505 -0.66853
S -3.65231 -1.23642 0.72059
S -2.52932 0.45883 0.21007
H -3.11512 -2.08454 -0.16536
H -1.32180 0.05216 -0.25151

***

Decreasing stability: *w*, *x*

***

*w*
Here is a molecular structure, C25H22FeN5O7 from the OMol25 dataset. Energies are from wB97M-V/def2-TZVPD.

Net charge ... -1
Lowest unoccupied orbital energy ... 1.73 eV
Frontier orbital gap ... 5.534 eV
HOMO energy ... -0.1399 Eh

Geometry (Å):
Fe -0.51975 0.59938 -0.09691
C 0.39908 0.64634 -4.22771
C 0.58543 0.51230 -2.72934
O -0.49796 0.44562 -2.06518
C 1.88024 0.47616 -2.23083
C 2.25987 0.40620 -0.85954
C 3.72225 0.46923 -0.51195
N 1.37376 0.32649 0.09080
N 1.84619 0.34770 1.40330
C 0.84241 0.52088 2.22868
O -0.39349 0.61871 1.89408
C 1.16943 0.57726 3.68408
C 0.19919 1.02139 4.57689
C 0.47171 1.08666 5.93608
C 1.71431 0.70154 6.41851
C 2.68579 0.25282 5.53136
C 2.41688 0.19309 4.17335
H 0.18583 1.69051 -4.46903
H -0.46213 0.05397 -4.53634
H 1.28095 0.33449 -4.78642
H 2.68548 0.53678 -2.95072
H 4.32841 0.49509 -1.41611
H 4.00911 -0.38750 0.09895
H 3.92470 1.35667 0.08913
H -0.76584 1.30732 4.18072
H -0.28978 1.43859 6.62168
H 1.92624 0.75014 7.47982
H 3.65800 -0.05018 5.90176
H 3.16433 -0.14208 3.46665
N 1.48689 -3.99157 1.84224
C 0.31331 -4.47685 1.34942
O 0.04380 -5.66578 1.38668
C -0.61728 -3.48060 0.74224
C -1.88857 -3.89439 0.35193
C -2.75864 -2.96341 -0.18020
C -2.34432 -1.64553 -0.31111
N -1.12618 -1.25141 0.05103
C -0.28006 -2.15019 0.55770
H 2.04769 -4.64027 2.36710
H 1.60849 -3.01127 2.03489
H -2.16371 -4.93228 0.48119
H -3.75664 -3.24190 -0.48913
H -2.98288 -0.86644 -0.70698
H 0.69065 -1.74397 0.81099
O -0.52978 2.72236 -0.22862
C -1.77848 2.62003 -0.21555
O -2.35678 1.50098 -0.18500
C -2.61704 3.86715 -0.23551
C -2.00573 5.11121 -0.33023
C -2.76684 6.27158 -0.35052
C -4.14746 6.20068 -0.27384
C -4.73651 4.94842 -0.17711
C -3.99909 3.77742 -0.15658
N -6.19805 4.86812 -0.09552
O -6.70713 3.77057 0.02016
O -6.83149 5.90958 -0.14478
H -0.92547 5.13921 -0.38374
H -2.28412 7.23721 -0.42497
H -4.76894 7.08290 -0.28644
H -4.47206 2.81026 -0.08180

***

*x*
Here is a molecular structure, C25H22FeN5O7 from the OMol25 dataset. Energies are from wB97M-V/def2-TZVPD.

Net charge ... -1
Lowest unoccupied orbital energy (spin up / spin down) ... 1.89 / 1.89 eV
Frontier orbital gap (spin up / spin down) ... 5.724 / 5.792 eV
HOMO energy (spin up / spin down) ... -0.1410 / -0.1435 Eh

Geometry (Å):
Fe -0.29099 0.47320 -0.10020
C 0.61029 0.53342 -4.22050
C 0.82352 0.47805 -2.72300
O -0.24653 0.29190 -2.04845
C 2.10572 0.63762 -2.23278
C 2.48175 0.66437 -0.85067
C 3.92037 0.94670 -0.51117
N 1.61299 0.48360 0.09205
N 2.07520 0.59828 1.42005
C 1.04298 0.61508 2.21680
O -0.19329 0.52308 1.87703
C 1.33234 0.73158 3.68564
C 0.30663 1.06656 4.56141
C 0.55388 1.18432 5.92296
C 1.82830 0.95986 6.42393
C 2.85721 0.61877 5.55304
C 2.61052 0.50782 4.19346
H 0.27243 1.53539 -4.49685
H -0.17462 -0.16900 -4.50081
H 1.51972 0.30980 -4.77836
H 2.89937 0.78959 -2.95161
H 4.51363 1.03282 -1.41990
H 4.32744 0.15898 0.12374
H 3.99464 1.87066 0.06393
H -0.68157 1.22776 4.15103
H -0.25242 1.45183 6.59565
H 2.02072 1.04989 7.48644
H 3.85517 0.43976 5.93574
H 3.39967 0.25443 3.49805
N 0.96783 -4.53166 1.73229
C -0.27257 -4.79695 1.23963
O -0.74399 -5.91869 1.23578
C -1.03346 -3.63022 0.66781
C -2.34497 -3.82750 0.26320
C -3.05743 -2.75343 -0.23853
C -2.43855 -1.51480 -0.32366
N -1.17480 -1.32720 0.05560
C -0.48988 -2.36338 0.53432
H 1.40696 -5.28208 2.23794
H 1.24094 -3.59433 1.96999
H -2.77910 -4.81421 0.35498
H -4.08400 -2.86344 -0.55913
H -2.94406 -0.63511 -0.69590
H 0.53049 -2.12659 0.81132
O -0.41481 2.74301 -0.22832
C -1.64171 2.54610 -0.19896
O -2.18140 1.40699 -0.16830
C -2.56556 3.75112 -0.19763
C -2.03063 5.02770 -0.30417
C -2.85082 6.14853 -0.30683
C -4.22540 6.00119 -0.19867
C -4.72962 4.71817 -0.09033
C -3.94031 3.58747 -0.08730
N -6.20711 4.55873 0.02709
O -6.64795 3.43467 0.13620
O -6.89064 5.56323 -0.03071
H -0.95428 5.11187 -0.38070
H -2.42481 7.13972 -0.39109
H -4.89654 6.84625 -0.19583
H -4.35871 2.59610 -0.00306

***

Decreasing stability: *w*, *x*

***

*w*
Here is C5H12FP in the gas phase from the OMol25 dataset. Energies are from wB97M-V/def2-TZVPD.

Lowest unoccupied orbital energy ... 0.84 eV
Frontier orbital gap ... 8.309 eV
HOMO energy ... -0.2746 Eh

Geometry (Å):
C -1.64050 -1.04952 -0.61142
C -0.96391 0.20523 -0.07148
C -1.65027 1.55260 -0.15276
P 0.71680 -0.03407 -0.11944
C 1.67809 1.25342 0.82136
C 1.22439 -1.68014 0.31925
F 1.75047 0.10493 -1.59250
H -1.40018 -1.24857 -1.62253
H -2.73697 -1.13148 -0.52149
H -1.25064 -1.75944 0.08978
H -2.45815 1.75223 0.46841
H -0.97741 2.28235 0.19143
H -1.93583 1.63906 -1.24377
H 1.11307 1.67882 1.57359
H 2.46705 0.65504 1.32805
H 1.88318 2.14715 0.09080
H 2.14069 -1.86670 -0.23755
H 1.37106 -1.95953 1.39440
H 0.66907 -2.54140 -0.10414

***

*x*
Here is C5H12FP in the gas phase from the OMol25 dataset. Energies are from wB97M-V/def2-TZVPD.

Lowest unoccupied orbital energy ... 0.72 eV
Frontier orbital gap ... 7.520 eV
HOMO energy ... -0.2500 Eh

Geometry (Å):
C -0.85661 1.68134 1.73625
C -0.65890 0.76918 0.47609
C -0.67946 1.62046 -0.80003
P 0.40767 -0.64911 0.26782
C -0.43884 -1.61134 -0.98937
C 2.06623 -1.43041 -0.11158
F -0.15612 -1.44200 1.44287
H -1.92520 1.52982 1.92352
H -0.70538 2.82299 1.49320
H -0.18910 1.47232 2.61776
H -1.48349 1.17980 -1.30270
H -0.82969 2.62578 -0.74299
H 0.22265 1.35830 -1.37635
H -0.23845 -2.67091 -0.90811
H -1.52428 -1.37765 -0.79805
H -0.15057 -1.27414 -2.00146
H 2.05437 -1.22665 -1.15930
H 2.96695 -0.87368 0.20884
H 2.11821 -2.50410 0.02360

***

Decreasing stability: *w*, *x*

***

*w*
Here is C3H8ClN3 in the gas phase from the OMol25 dataset. Energies are from wB97M-V/def2-TZVPD.

Lowest unoccupied orbital energy ... 0.76 eV
Frontier orbital gap ... 10.134 eV
HOMO energy ... -0.3443 Eh

Geometry (Å):
H 0.15814 1.42041 1.95506
N 0.74582 0.78524 2.45639
C 0.15270 -0.34803 2.44524
N -1.04414 -0.63084 1.75761
N -1.37426 0.23661 0.72837
C -0.87279 -0.12788 -0.60541
C 0.58977 0.22190 -0.87563
Cl 0.93401 -0.00664 -2.62132
H 0.59708 -1.21902 2.98114
H -1.27648 -1.66215 1.61815
H -2.37257 0.39356 0.71142
H -1.05416 -1.18628 -0.80089
H -1.54030 0.36747 -1.31744
H 1.28077 -0.46046 -0.36008
H 0.81942 1.24622 -0.60671

***

*x*
Here is 3 unconnected molecules or ions with the total composition C3H8ClN3 from the OMol25 dataset. Energies are from wB97M-V/def2-TZVPD.

Lowest unoccupied orbital energy ... 0.80 eV
Frontier orbital gap ... 10.867 eV
HOMO energy ... -0.3698 Eh

Geometry (Å):
C 1.45775 -0.00513 1.12078
N 0.89984 0.92730 0.36451
C 1.20407 0.95498 -1.06795
H 2.33783 -0.52128 0.79417
H 1.15749 -0.07700 2.14578
H 0.28499 1.08454 -1.57570
H 1.86288 1.72049 -1.08811
H 1.56893 -0.00249 -1.32407
N 0.02738 -2.13212 0.48071
C -1.03359 -1.80376 0.33364
N -2.32823 -1.42908 0.18983
H -2.50076 -1.70196 -0.75428
H -2.63015 -0.48895 0.35933
Cl -1.77303 1.82759 -0.20645
H -0.53539 1.64688 0.22780

***

Decreasing stability: *w*, *x*